Record 1
A molecular structure, C25H30BN8Y in a non-equilibrium geometry. Source: the OMol25 dataset; level of theory: ωB97M-V/def2-TZVPD.

```
! wB97M-V def2-TZVPD RIJCOSX def2/J DEFGRID3
* xyz 2 1
Y 0.073 0.154 0.001
C -1.271 1.010 3.373
C -0.256 1.910 2.750
C 0.184 3.154 3.166
C 1.115 3.569 2.216
C 1.913 4.834 2.173
N 1.218 2.612 1.286
N 0.377 1.571 1.613
B 2.120 2.578 0.001
N 2.949 1.272 0.004
N 2.335 0.044 0.002
C 3.308 -0.879 0.001
C 2.982 -2.340 -0.002
C 4.547 -0.257 0.002
C 4.283 1.105 0.004
C 5.249 2.245 0.006
N 1.228 2.614 -1.287
N 0.386 1.576 -1.613
C -0.253 1.914 -2.742
C -1.274 1.012 -3.354
C 0.187 3.161 -3.163
C 1.122 3.572 -2.219
C 1.920 4.837 -2.175
H -1.534 1.363 4.367
H -0.896 -0.009 3.482
H -2.190 0.983 2.781
H -0.113 3.691 4.055
H 1.676 5.445 3.040
H 1.697 5.419 1.278
H 2.983 4.625 2.181
H 2.829 3.538 0.006
H 1.902 -2.518 -0.004
H 3.390 -2.835 0.879
H 3.393 -2.833 -0.882
H 5.519 -0.727 0.002
H 6.265 1.858 0.007
H 5.123 2.874 0.888
H 5.124 2.875 -0.875
H -1.434 0.109 -2.762
H -0.968 0.699 -4.352
H -2.232 1.523 -3.448
H -0.117 3.701 -4.047
H 1.681 5.450 -3.041
H 2.990 4.626 -2.187
H 1.708 5.420 -1.278
C -2.832 -3.463 0.002
C -4.099 -2.906 -0.003
C -4.238 -1.527 -0.007
C -3.114 -0.727 -0.006
N -1.876 -1.267 0.002
C -1.755 -2.603 0.005
C -3.195 0.760 -0.013
C -4.397 1.438 -0.012
C -4.385 2.822 -0.010
C -3.171 3.489 -0.010
C -2.010 2.739 -0.015
N -2.018 1.401 -0.015
H -2.677 -4.532 0.004
H -4.978 -3.538 -0.005
H -5.223 -1.087 -0.012
H -0.745 -3.003 0.010
H -5.339 0.909 -0.012
H -5.319 3.370 -0.008
H -3.119 4.569 -0.007
H -1.039 3.218 -0.017
*
```

Values from the calculation:
HOMO	-14.39	eV
energy above the lowest of the compared OMol25 structures with the same formula, charge and spin	31.9	kJ/mol
electronic energy	-40045.8211	eV
LUMO energy	-6.389	eV


Record 2
A molecular structure, C4H4CsLiO5 in a non-equilibrium geometry. Source: the OMol25 dataset; level of theory: ωB97M-V/def2-TZVPD.

```
! wB97M-V def2-TZVPD RIJCOSX def2/J DEFGRID3
* xyz 0 1
O 0.416 -1.971 -2.497
C -0.752 -2.401 -1.970
C 0.254 -1.436 -3.837
O -0.930 -1.098 0.746
O -1.721 -1.882 -2.702
C -1.259 -1.431 -4.000
H 0.794 -2.104 -4.517
H 0.689 -0.435 -3.922
H -1.622 -2.124 -4.767
H -1.672 -0.430 -4.165
C -0.445 -0.102 1.394
O 0.843 0.132 1.349
O -1.153 0.637 2.146
Li 1.960 -1.265 -1.514
Cs 1.066 2.137 4.115
*
```

Values from the calculation:
HOMO	-4.49	eV
energy above the lowest of the compared OMol25 structures with the same formula, charge and spin	73.6	kJ/mol
electronic energy	-15199.1908	eV
LUMO energy	-0.999	eV


Record 3
C4H6BrF in the gas phase in a non-equilibrium geometry. Source: the OMol25 dataset; level of theory: ωB97M-V/def2-TZVPD.

```
! wB97M-V def2-TZVPD RIJCOSX def2/J DEFGRID3
* xyz 0 1
C 0.222 1.310 1.438
C 0.142 0.950 0.133
F 0.721 1.812 -0.791
C -0.526 -0.201 -0.552
C 0.450 -1.416 -0.835
Br -1.936 -0.977 0.655
H 0.630 2.276 1.635
H -0.399 0.793 2.106
H -1.061 0.270 -1.432
H 0.769 -1.440 0.202
H 1.174 -1.061 -1.554
H -0.186 -2.317 -1.006
*
```

Values from the calculation:
HOMO	-9.88	eV
SMILES	C=C(F)[C@@H](C)Br
energy above the lowest of the compared OMol25 structures with the same formula, charge and spin	5.6	kJ/mol
electronic energy	-77004.0304	eV
LUMO energy	0.627	eV


Record 4
C10H18N2O5 in the gas phase in a non-equilibrium geometry. Source: the OMol25 dataset; level of theory: ωB97M-V/def2-TZVPD.

```
! wB97M-V def2-TZVPD RIJCOSX def2/J DEFGRID3
* xyz 0 1
C 3.366 -2.961 -2.030
C 3.498 -1.600 -1.300
C 2.539 -1.190 -0.208
C 2.821 -1.968 1.082
C 1.002 -1.210 -0.789
N 0.877 -0.268 -1.967
C -0.142 -1.283 0.268
O -0.124 -2.186 1.070
N -1.300 -0.520 0.151
C -1.523 0.736 -0.445
C -2.959 1.340 -0.175
C -3.122 1.657 1.312
O -3.877 1.165 2.034
O -2.349 2.659 1.705
C -0.505 1.825 -0.151
O -0.496 3.019 -0.440
O 0.671 1.170 0.496
H 4.220 -2.803 -2.782
H 2.537 -3.059 -2.731
H 3.532 -4.025 -1.668
H 4.455 -1.580 -0.818
H 3.704 -0.794 -2.150
H 2.829 -0.203 0.190
H 3.856 -1.974 1.366
H 2.526 -2.992 0.806
H 2.170 -1.737 1.929
H 0.936 -2.124 -1.368
H 1.678 -0.519 -2.617
H 1.007 0.743 -1.761
H -2.088 -0.978 0.562
H -1.577 0.606 -1.552
H -3.152 2.344 -0.661
H -3.678 0.588 -0.493
H -1.762 3.402 1.530
H 1.318 1.923 0.626
*
```

Values from the calculation:
HOMO	-9.48	eV
SMILES	CC[C@H](C)[C@H](N)C(=O)N[C@@H](CC(=O)O)C(=O)O
energy above the lowest of the compared OMol25 structures with the same formula, charge and spin	387.2	kJ/mol
electronic energy	-23877.7771	eV
LUMO energy	0.349	eV


Record 5
2 unconnected molecules or ions with the total composition C7H16N2 in a non-equilibrium geometry. Source: the OMol25 dataset; level of theory: ωB97M-V/def2-TZVPD.

```
! wB97M-V def2-TZVPD RIJCOSX def2/J DEFGRID3
* xyz 0 1
H -2.363 -0.259 1.503
N -2.024 0.702 1.453
C -1.122 0.886 0.573
C -0.586 2.283 0.396
C -1.319 0.160 -1.049
C -2.532 -0.202 -1.453
H -0.390 2.729 1.371
H 0.342 2.261 -0.173
H -1.304 2.907 -0.132
H -0.597 0.525 -1.777
H -3.299 -0.498 -0.746
H -2.781 -0.319 -2.500
C 2.311 -0.202 -0.846
C 2.235 -0.747 0.577
C 0.840 -1.115 1.047
N 0.140 -1.980 0.202
H 1.889 -0.906 -1.560
H 1.772 0.741 -0.932
H 3.349 -0.032 -1.131
H 2.666 -0.030 1.279
H 2.844 -1.655 0.642
H 0.102 -0.032 0.979
H 0.815 -1.415 2.096
H -0.603 -2.449 0.710
H -0.388 -1.353 -0.528
*
```

Values from the calculation:
HOMO	-8.47	eV
SMILES	[H]/N=C(/C)C=C.CCCN
energy above the lowest of the compared OMol25 structures with the same formula, charge and spin	413.7	kJ/mol
electronic energy	-10494.9701	eV
LUMO energy	0.585	eV


Record 6
A molecular structure, C32H72As2BClF16N4 in a non-equilibrium geometry. Source: the OMol25 dataset; level of theory: ωB97M-V/def2-TZVPD.

```
! wB97M-V def2-TZVPD RIJCOSX def2/J DEFGRID3
* xyz 0 1
C 2.445 1.541 2.160
C 1.254 0.769 2.625
C 1.180 -0.392 1.634
N 0.211 -1.629 1.882
C 0.510 -2.590 0.779
C -1.222 -1.251 2.120
C -1.313 -1.091 3.620
C -0.522 -2.311 4.064
C 0.718 -2.313 3.171
H 3.261 0.912 2.090
H 2.780 2.310 2.871
H 2.213 2.031 1.246
H 0.234 1.256 2.560
H 1.381 0.354 3.617
H 2.112 -0.922 1.626
H 0.955 -0.009 0.628
H -0.155 -3.403 0.939
H 1.508 -2.935 0.943
H 0.270 -2.123 -0.188
H -1.785 -2.137 1.893
H -1.500 -0.401 1.555
H -2.340 -1.010 3.923
H -0.799 -0.156 3.924
H -1.149 -3.196 3.899
H -0.255 -2.234 5.154
H 1.067 -3.303 3.000
H 1.595 -1.790 3.618
C 0.085 4.373 2.242
C 0.254 4.145 0.744
C -1.064 4.417 0.077
N -0.998 3.978 -1.409
C -1.039 2.411 -1.510
C 0.039 4.611 -2.217
C -0.457 4.620 -3.649
C -2.006 4.400 -3.508
C -2.263 4.610 -2.065
H -0.521 3.544 2.668
H -0.476 5.322 2.405
H 1.018 4.456 2.703
H 0.611 3.178 0.497
H 1.056 4.730 0.323
H -1.315 5.508 -0.019
H -1.917 3.833 0.483
H -0.668 2.149 -2.502
H -2.070 2.143 -1.250
H -0.266 1.919 -0.919
H 1.002 4.066 -2.054
H 0.180 5.599 -1.821
H 0.090 3.857 -4.204
H -0.168 5.555 -4.117
H -2.220 3.392 -3.877
H -2.549 5.014 -4.139
H -3.123 3.969 -1.670
H -2.326 5.637 -1.766
C 3.038 -1.778 -2.461
C 4.474 -1.274 -2.180
C 4.649 -0.348 -0.993
N 5.985 0.389 -0.868
C 6.304 1.053 -2.111
C 7.168 -0.548 -0.442
C 8.079 0.282 0.381
C 7.312 1.553 0.776
C 5.911 1.348 0.297
H 3.042 -2.596 -3.192
H 2.274 -1.033 -2.727
H 2.590 -2.182 -1.552
H 4.747 -0.803 -3.087
H 5.165 -2.120 -2.016
H 4.553 -0.903 -0.064
H 3.882 0.507 -0.879
H 6.810 1.986 -2.056
H 5.386 1.318 -2.549
H 6.890 0.324 -2.742
H 7.564 -0.979 -1.380
H 6.712 -1.308 0.139
H 9.046 0.396 -0.145
H 8.232 -0.250 1.392
H 7.707 2.504 0.402
H 7.369 1.623 1.886
H 5.380 2.200 0.010
H 5.310 0.879 1.031
C -7.452 0.947 -1.941
C -6.782 -0.419 -2.242
C -6.131 -0.915 -0.935
N -5.123 -2.063 -0.994
C -4.647 -2.160 0.475
C -3.950 -1.787 -1.817
C -4.221 -2.525 -3.123
C -4.918 -3.809 -2.689
C -5.683 -3.324 -1.459
H -8.172 1.203 -2.746
H -6.781 1.810 -1.798
H -8.013 0.852 -1.005
H -6.001 -0.346 -2.972
H -7.478 -1.241 -2.485
H -6.897 -1.214 -0.205
H -5.556 -0.136 -0.477
H -4.451 -1.188 0.871
H -3.802 -2.806 0.586
H -5.496 -2.554 0.991
H -3.018 -2.102 -1.265
H -3.757 -0.746 -1.951
H -3.331 -2.740 -3.756
H -4.955 -1.995 -3.725
H -4.078 -4.455 -2.321
H -5.374 -4.225 -3.536
H -5.631 -4.058 -0.693
H -6.746 -3.161 -1.607
As 5.122 -1.953 3.816
F 3.718 -1.022 4.540
F 6.176 -0.548 3.902
F 6.319 -2.971 3.116
F 3.985 -3.292 3.559
F 4.628 -1.462 2.228
F 5.541 -2.396 5.406
As -2.307 -5.531 0.410
F -2.635 -6.628 -0.883
F -1.913 -4.248 -0.642
F -1.845 -4.413 1.752
F -2.956 -6.567 1.707
F -0.742 -6.160 0.500
F -3.958 -4.887 0.208
B -4.007 1.882 1.005
F -5.241 1.772 1.636
F -4.082 2.977 0.091
F -3.000 1.925 2.042
F -3.717 0.715 0.295
Cl 2.236 2.312 -1.533
*
```

Values from the calculation:
HOMO	-8.95	eV
electronic energy	-218680.1140	eV
LUMO energy	0.021	eV


no.,HOMO-LUMO gap (eV)
1,8.00
2,3.49
3,10.51
4,9.83
5,9.06
6,8.97